[1]
Computed, not measured: a molecular structure, C28H43FN8O6S3Ti in a non-equilibrium geometry, with the ωB97M-V functional and the def2-TZVPD basis.

The total charge is +2. Its LUMO energy is -6.47 eV. The spin multiplicity is 1. The largest force on an atom comes out at 0.0223 hartree/bohr.

```
90
C28H43FN8O6S3Ti | the OMol25 dataset | the ωB97M-V functional and the def2-TZVPD basis
Ti 0.61049 0.31944 0.34758
C 3.02870 2.72661 0.19261
C 2.83939 2.39619 1.66030
N 1.99995 1.19451 1.93611
C 1.34547 1.29706 3.25794
C 0.04130 2.01719 3.03672
N -0.71203 1.27448 1.99800
C -1.69129 0.33456 2.61435
C -2.46004 -0.46730 1.56884
C -2.72772 0.32478 0.30479
N -1.50971 0.62603 -0.51900
C -1.66268 1.91027 -1.25497
C -0.61906 2.91657 -0.81855
N 0.68343 2.24154 -0.64478
C 1.76002 3.25625 -0.44453
H 3.43734 1.88112 -0.36308
H 3.77520 3.52059 0.13057
H 2.35900 3.24621 2.14911
H 3.80272 2.25609 2.15375
H 2.62055 0.39175 1.95105
H 1.98024 1.82443 3.97277
H 1.17127 0.29116 3.63579
H 0.22318 3.02848 2.66641
H -0.53942 2.10547 3.95652
H -1.26874 1.96062 1.49936
H -2.38721 0.92945 3.21226
H -1.14665 -0.31873 3.29298
H -3.42438 -0.74292 1.99806
H -1.97453 -1.40935 1.31926
H -3.19432 1.27734 0.56744
H -3.43043 -0.21170 -0.33384
H -1.45414 -0.12967 -1.20858
H -2.65700 2.32419 -1.09035
H -1.57748 1.71198 -2.31825
H -0.87404 3.40488 0.12612
H -0.52912 3.71215 -1.56268
H 0.88823 1.73911 -1.52283
H 1.33804 4.03928 0.19071
H 1.96963 3.71151 -1.41431
O 4.25305 -2.48452 -3.08459
C 4.75392 -2.32320 -1.84046
C 5.98351 -2.87430 -1.48821
C 6.48664 -2.73657 -0.21082
C 5.76504 -2.04038 0.75394
C 4.55144 -1.48681 0.40496
C 4.01821 -1.60003 -0.88699
C 2.75862 -0.91798 -1.20564
O 2.21974 -0.19946 -0.16709
N 2.19963 -0.92150 -2.34075
N 1.07637 -0.11432 -2.48314
C 0.60817 -0.28872 -3.68671
S 1.19547 -1.53304 -4.74259
C 0.23896 -0.99934 -6.18778
C -1.04679 -0.35876 -5.70767
S -0.59295 0.76804 -4.36669
H 4.89780 -2.95889 -3.62418
H 6.54013 -3.43236 -2.23247
H 7.43655 -3.18903 0.03851
H 6.14569 -1.94154 1.76051
H 3.98719 -0.94913 1.15422
H 0.03795 -1.88210 -6.79316
H 0.84172 -0.30157 -6.76760
H -1.74375 -1.09247 -5.30470
H -1.52861 0.23239 -6.48448
F 4.56714 -4.64193 2.88435
C 3.70174 -4.60304 1.88096
C 2.47732 -4.10774 2.03411
N 1.57622 -4.06432 0.97498
C 0.24368 -3.51797 1.15529
C 0.28265 -2.03462 0.91489
O 0.64984 -1.21019 1.80626
O -0.01411 -1.53645 -0.21280
C 1.91962 -4.49472 -0.30144
O 1.17213 -4.37371 -1.24645
N 3.17879 -5.03229 -0.39929
C 4.15805 -5.14092 0.59382
O 5.23256 -5.63027 0.37821
H 2.12978 -3.73573 2.98780
H -0.10519 -3.71838 2.16752
H -0.42442 -3.97299 0.42655
H 3.43695 -5.37212 -1.31654
C -4.24871 -2.17745 -2.99393
S -2.50469 -1.96257 -2.59002
C -1.93204 -3.66601 -2.70660
H -4.71991 -1.19597 -3.00106
H -4.74249 -2.80657 -2.25553
H -4.35888 -2.62240 -3.98147
H -2.48725 -4.30480 -2.02085
H -0.87757 -3.68402 -2.44072
H -2.05429 -4.03197 -3.72461
```

---

[2]
Computed, not measured: a molecular structure, C28H43O3P2S4V in a non-equilibrium geometry, with the ωB97M-V functional and the def2-TZVPD basis.

The total charge is +1. Its expectation value of S² is 0.763. Its LUMO energy (spin up / spin down) is -1.96 / -1.93 eV. The spin multiplicity is 2. The largest force on an atom comes out at 0.0446 hartree/bohr.

```
81
C28H43O3P2S4V | the OMol25 dataset | the ωB97M-V functional and the def2-TZVPD basis
V 0.67574 0.03351 -0.80046
C -0.48446 -3.89529 -0.65666
C -0.79876 -3.62529 -2.11206
S 0.31674 -2.45619 -2.95346
C 1.96324 -3.21079 -2.66506
C 3.01754 -2.15189 -2.91056
S 2.75184 -0.61189 -1.94476
C 4.16244 -0.67329 -0.79676
C 4.05704 -1.74269 0.26984
S 2.58324 -1.44109 1.31174
C 1.99344 -3.15129 1.61334
C 0.48574 -3.11449 1.78444
S -0.38346 -2.37269 0.36864
H 0.45784 -4.42769 -0.53376
H -1.28466 -4.49879 -0.22496
H -1.77126 -3.14239 -2.20046
H -0.80686 -4.56159 -2.67346
H 2.09934 -4.03909 -3.36216
H 1.99324 -3.57989 -1.64166
H 2.98594 -1.84439 -3.95596
H 4.01784 -2.51049 -2.67456
H 4.18714 0.31871 -0.34476
H 5.05554 -0.81579 -1.40576
H 4.94134 -1.71169 0.90714
H 3.97014 -2.73969 -0.16246
H 2.46674 -3.52689 2.52274
H 2.31014 -3.77699 0.77754
H 0.23294 -2.48449 2.63424
H 0.07144 -4.11129 1.94344
O -0.76106 0.85701 0.47684
C -0.20906 1.32211 1.71694
C 1.33264 1.56671 1.47144
O 2.01154 2.12301 2.31034
O 1.75124 1.13941 0.35384
C -0.44566 0.24081 2.76054
C -1.68516 -0.39389 2.76424
C -1.99126 -1.33539 3.73044
C -1.06686 -1.64869 4.71254
C 0.17504 -1.03399 4.70284
C 0.48224 -0.08429 3.74034
C -0.92096 2.58331 2.18494
C -2.12436 2.97361 1.60074
C -2.78386 4.11111 2.03134
C -2.26436 4.86981 3.06264
C -1.07916 4.47861 3.66194
C -0.41376 3.34251 3.23474
H -1.01136 1.64921 -0.02006
H -2.42236 -0.14269 2.01714
H -2.95946 -1.81259 3.72074
H -1.32046 -2.35619 5.48704
H 0.90414 -1.28939 5.45774
H 1.44024 0.41061 3.76454
H -2.60166 2.38561 0.82624
H -3.71256 4.39131 1.55734
H -2.78926 5.74811 3.40404
H -0.67326 5.05971 4.47444
H 0.51354 3.05761 3.70354
C -2.75446 -0.72599 -3.59936
P -2.00926 -0.11489 -2.02366
C -3.45546 -0.35829 -0.90806
C -2.18426 1.69991 -2.41166
C -0.94876 2.14941 -3.18236
P 0.57964 1.94491 -2.15846
C 0.69244 3.54611 -1.27186
C 1.89244 2.17431 -3.40756
H -3.77586 -0.35979 -3.69926
H -2.76706 -1.81249 -3.63176
H -2.15886 -0.37369 -4.43846
H -4.39406 -0.17099 -1.42796
H -3.37766 0.30261 -0.04806
H -3.44336 -1.38219 -0.53916
H -2.27896 2.28661 -1.49356
H -3.09086 1.86291 -3.00266
H -1.02956 3.19411 -3.49576
H -0.81226 1.53111 -4.07406
H 0.72994 4.35941 -1.99746
H 1.60764 3.54161 -0.67996
H -0.14696 3.70911 -0.59356
H 1.70494 3.08101 -3.98226
H 1.93234 1.30811 -4.06906
H 2.84604 2.25951 -2.88666
```

---

[3]
Computed, not measured: a molecular structure, C28H44BeN7OP, with the ωB97M-V functional and the def2-TZVPD basis.

Its LUMO energy is 0.62 eV. The spin multiplicity is 1. The largest force on an atom comes out at 0.0070 hartree/bohr.

```
82
C28H44BeN7OP | the OMol25 dataset | the ωB97M-V functional and the def2-TZVPD basis
Be 0.17689 -0.46121 -1.47177
C -0.73373 3.32076 -2.26120
C -0.04257 2.72568 -1.02262
C 1.34719 2.15354 -1.27557
N 1.38631 0.75844 -1.68193
C 2.52605 0.26809 -2.11288
C 3.71721 1.03068 -2.23142
C 4.95130 0.71014 -2.75721
C 5.43497 -0.47422 -3.29759
C 4.74681 -1.67162 -3.34854
C 3.47547 -1.99643 -2.90799
C 2.45649 -1.20109 -2.34693
N 1.30926 -1.69126 -1.92322
C 1.19593 -3.13015 -1.72548
C 0.05095 -3.52617 -0.78569
C -0.21646 -2.45404 0.27256
N -0.82679 -1.33744 -0.41770
C -2.09185 -1.35833 -0.76389
C -3.05332 -2.23144 -0.20646
C -4.42206 -2.30262 -0.38616
C -5.26702 -1.57476 -1.20868
C -4.86773 -0.61742 -2.13046
C -3.61376 -0.13654 -2.45163
C -2.34305 -0.42066 -1.89875
N -1.21379 0.08700 -2.33812
C -1.20898 1.05374 -3.41878
C -1.73639 2.42623 -2.98209
H -1.27201 4.22434 -1.96157
H 0.03383 3.65440 -2.96823
H 0.08813 3.52903 -0.29181
H -0.66747 1.97511 -0.53330
H 1.82725 2.77906 -2.03803
H 1.94209 2.25054 -0.36190
H 3.64862 2.04032 -1.85604
H 5.66240 1.53114 -2.74146
H 6.44546 -0.46378 -3.68517
H 5.29055 -2.50262 -3.78809
H 3.19910 -3.03126 -3.05806
H 1.11133 -3.65579 -2.68350
H 2.12796 -3.48149 -1.26341
H -0.87693 -3.68395 -1.34169
H 0.30365 -4.47995 -0.31560
H -0.82253 -2.84704 1.09272
H 0.72149 -2.10070 0.70428
H -2.66019 -2.93658 0.51393
H -4.91047 -3.05379 0.22807
H -6.32449 -1.79809 -1.15488
H -5.67062 -0.18710 -2.72194
H -3.60240 0.56981 -3.26971
H -0.17517 1.14975 -3.75812
H -1.78682 0.68277 -4.27277
H -2.11129 2.95768 -3.86224
H -2.59638 2.27325 -2.32501
C 1.27953 3.01494 2.87891
N 0.18979 2.09685 3.15581
C -0.63807 2.49398 4.27625
P 0.26635 0.54998 2.54868
O 0.84635 0.56705 1.18971
N 1.14239 -0.45447 3.53702
C 0.97250 -0.46954 4.97344
C 2.26228 -1.23267 3.04349
N -1.30029 0.03677 2.69011
C -2.34905 0.80710 2.03844
C -1.75416 -1.16574 3.35261
H 1.96536 3.09503 3.73125
H 0.88186 4.01242 2.67016
H 1.83279 2.67461 2.00688
H -0.04662 2.63707 5.18895
H -1.40132 1.74352 4.47366
H -1.14392 3.43916 4.05532
H 0.08743 0.09442 5.26409
H 1.83822 -0.03108 5.48281
H 0.84710 -1.49373 5.34114
H 2.40009 -1.03813 1.98290
H 2.09069 -2.30515 3.19324
H 3.18022 -0.95756 3.57337
H -1.91169 1.55285 1.37573
H -2.98812 1.31881 2.76738
H -2.97173 0.14112 1.43572
H -0.91025 -1.80074 3.61073
H -2.41399 -1.73050 2.68760
H -2.31615 -0.94032 4.26829
```

---

[4]
Computed, not measured: a molecular structure, C28H44BrN3P2Pt in a non-equilibrium geometry, with the ωB97M-V functional and the def2-TZVPD basis.

The total charge is +4. Its expectation value of S² is 6.088. Its LUMO energy (spin up / spin down) is -12.46 / -15.39 eV. The spin multiplicity is 5. The largest force on an atom comes out at 0.0834 hartree/bohr.

```
79
C28H44BrN3P2Pt | the OMol25 dataset | the ωB97M-V functional and the def2-TZVPD basis
N -5.75548 -1.69514 4.19906
C -4.85405 -0.89202 4.76341
C -4.29963 0.19450 4.08548
C -4.71598 0.47179 2.75764
C -5.70831 -0.37778 2.20024
C -6.17284 -1.45708 2.95762
C -4.08188 1.49283 1.96807
Pt 0.70239 0.67232 -0.93918
P 3.09180 0.53552 -1.52561
C -4.45647 1.85121 0.70111
C -3.44898 2.28623 -0.25048
C -3.32325 1.68715 -1.53525
C -2.03573 1.47554 -2.00372
C -0.99709 1.80526 -1.11365
C -1.14895 2.95088 -0.31185
C -2.42418 3.15301 0.20112
Br 1.19594 2.13365 -3.07191
H -3.13177 1.86887 2.37221
H -5.44788 1.58853 0.33086
H -3.56365 0.82703 4.58506
H -6.07501 -0.21058 1.19072
H -4.57501 -1.10984 5.79485
H -6.95172 -2.10127 2.55068
H -4.20723 1.31777 -2.05360
H -2.62183 3.86628 0.99044
H -1.78554 1.05483 -2.97537
H -0.27155 3.56446 -0.09587
P -0.20540 -1.50917 -0.47589
C 3.57181 2.20565 -0.86806
C 4.80144 2.91105 -1.43005
H 3.68193 2.05361 0.22061
H 2.68041 2.84155 -1.00834
H 4.95975 3.80539 -0.80767
H 5.71464 2.30463 -1.37327
H 4.65190 3.26035 -2.45934
C 3.15084 -0.11646 -3.27933
C 4.19382 0.51739 -4.18634
H 2.14312 0.03979 -3.70845
H 3.27740 -1.21522 -3.19412
H 3.76378 0.61818 -5.19138
H 4.50465 1.52318 -3.87329
H 5.08226 -0.11255 -4.27238
C 4.28553 -0.61244 -0.75344
C 5.73550 -0.20935 -1.04073
H 4.06980 -1.61294 -1.16110
H 4.07854 -0.62569 0.32762
H 6.38830 -1.08536 -0.96171
H 5.88401 0.19917 -2.04977
H 6.09947 0.53280 -0.32276
C 0.53400 -2.93094 0.45049
C 1.97805 -3.33490 0.13820
H -0.12754 -3.79221 0.24152
H 0.41974 -2.75576 1.53062
H 2.19606 -4.31205 0.60234
H 2.14065 -3.42592 -0.94323
H 2.70011 -2.61402 0.54871
C -0.64362 -2.43965 -2.02276
C -1.66635 -1.81817 -2.95007
H -0.97289 -3.44284 -1.70445
H 0.31651 -2.59220 -2.53913
H -1.59045 -2.28264 -3.93577
H -2.68271 -1.96182 -2.58287
H -1.49246 -0.75495 -3.06755
C -1.81527 -1.24202 0.39764
C -2.01274 -1.91155 1.76104
H -2.61267 -1.54476 -0.29922
H -1.93326 -0.15000 0.50393
H -3.06740 -1.81172 2.05661
H -1.76982 -2.98176 1.74150
H -1.40953 -1.42295 2.53761
N 1.46066 -0.10859 1.99139
C 1.33577 0.17897 3.31104
C 0.57130 1.32754 3.37318
C 0.26208 1.67299 2.06228
N 0.80620 0.77947 1.21274
H 1.91105 -0.93567 1.62025
H 1.77747 -0.43649 4.07336
H 0.27213 1.86831 4.24864
H -0.33466 2.50873 1.73904
```

---

[5]
Computed, not measured: 2 unconnected molecules or ions with the total composition C28H44NO7P in a non-equilibrium geometry, with the ωB97M-V functional and the def2-TZVPD basis.

Its LUMO energy is -0.50 eV. The spin multiplicity is 1. The largest force on an atom comes out at 0.0221 hartree/bohr. Its structure (SMILES) is CCCCOC1=CC(=O)c2c(COCC)c(P(C)CC)cc(COCCOCC)c2C1=O.CN(C)C=O.

```
81
C28H44NO7P | the OMol25 dataset | the ωB97M-V functional and the def2-TZVPD basis
C 7.23629 0.00539 1.24443
C 7.27278 -0.38371 -0.24256
C 5.93572 -0.08222 -0.94176
C 5.30908 -1.30498 -1.58472
O 3.98748 -0.97926 -2.05020
C 2.97159 -1.72393 -1.58139
C 2.73028 -2.02826 -0.30705
C 1.56978 -2.87250 0.02952
O 1.62806 -3.70204 0.89246
C 0.36118 -2.65533 -0.83501
C -0.95715 -2.70527 -0.34102
C -1.25736 -2.88379 1.13398
O -0.44057 -2.12249 1.98868
C -0.71561 -0.72850 1.94762
C -1.63728 -0.32634 3.09435
C -2.00641 -2.55211 -1.27120
P -3.82204 -2.59075 -0.91579
C -4.14074 -4.01120 0.21547
C -4.08930 -1.03307 0.07990
C -4.85819 -1.22879 1.37889
C -1.71980 -2.30472 -2.61824
C -0.41448 -2.19399 -3.09751
C -0.19129 -1.79588 -4.53950
O 0.36367 -0.48972 -4.58750
C -0.55399 0.52302 -4.24923
C -0.28179 1.04667 -2.85171
O -0.95936 2.27070 -2.68903
C -0.59117 2.91323 -1.45631
C -1.71052 3.83075 -1.02772
C 0.62510 -2.38903 -2.18555
C 2.04899 -2.27871 -2.61808
O 2.45345 -2.65008 -3.68028
H 8.22726 0.24500 1.61844
H 6.81497 -0.80175 1.83808
H 6.63497 0.89862 1.37818
H 7.55269 -1.42641 -0.35426
H 8.03061 0.24574 -0.69836
H 6.06075 0.67105 -1.71435
H 5.20729 0.33140 -0.24608
H 5.88450 -1.56012 -2.47333
H 5.30442 -2.16536 -0.92152
H 3.37322 -1.69806 0.49543
H -2.30095 -2.60740 1.28724
H -1.15432 -3.92955 1.40849
H -1.16202 -0.44535 0.99478
H 0.24242 -0.22833 2.05456
H -2.17336 0.59137 2.86221
H -1.05791 -0.23479 4.00762
H -2.38130 -1.09890 3.26823
H -4.16643 -3.76113 1.27153
H -3.45096 -4.82778 0.03210
H -5.12931 -4.38247 -0.03959
H -3.11937 -0.59780 0.30444
H -4.60595 -0.34286 -0.57651
H -5.81475 -1.72468 1.23633
H -4.27047 -1.76399 2.11743
H -5.07658 -0.25039 1.80428
H -2.53586 -2.15060 -3.31050
H -1.15792 -1.80657 -5.04095
H 0.49646 -2.47350 -5.02257
H -1.59085 0.18205 -4.28299
H -0.47887 1.36383 -4.93601
H -0.64614 0.33328 -2.10111
H 0.79427 1.15650 -2.68576
H 0.34272 3.44631 -1.63303
H -0.46047 2.12251 -0.71541
H -1.69158 4.75680 -1.59380
H -2.66722 3.33675 -1.15125
H -1.59672 4.05521 0.02722
C -1.74450 5.21743 5.03822
N -1.84109 4.67036 3.69936
C -0.65236 4.12111 3.06895
C -3.00009 4.65137 3.01360
O -3.13090 4.20077 1.89169
H -1.03355 6.04569 5.05806
H -1.41012 4.44877 5.73778
H -2.71714 5.58344 5.35908
H -0.43243 4.65983 2.14677
H -0.80994 3.07060 2.81954
H 0.19115 4.20948 3.74854
H -3.84261 5.08946 3.57522
```